The following is a DFT calculation (the ωB97M-V functional and the def2-TZVPD basis) of C3H9N3O in the gas phase.

**HOMO energy**: -9.507 eV
**SMILES string**: CN(C)NC(N)=O
**Lowest unoccupied orbital energy**: 0.8 eV
**Energy above the lowest of the compared OMol25 structures with the same formula, charge and spin**: 31.24 kcal/mol
**Net charge**: 0
**Energy**: -359.19466 Ha

Geometry as XYZ:
```
16
C3H9N3O, DFT the ωB97M-V functional and the def2-TZVPD basis
H -0.7542 0.5349 2.0549
C -0.2070 0.9647 -1.6242
N 1.1805 0.9242 -1.7433
H 1.5037 1.1798 -2.6320
C 0.1942 0.5099 1.4049
H -1.3856 -1.6852 1.2118
N 0.0481 -0.4138 0.3004
H 0.9854 0.1888 2.0778
N -0.7902 0.0070 -0.7285
H -1.5792 0.4600 -0.2463
C -0.3964 -1.6784 0.8338
H 0.3953 -2.0343 1.5212
H 0.4600 1.5892 1.1320
H -0.3721 -2.4165 -0.0170
H 1.6102 0.1194 -1.3113
O -0.8929 1.7503 -2.2341
```

The following is a DFT calculation (the ωB97M-V functional and the def2-TZVPD basis) of a gas-phase ion, C5H15N2 (charge +1).

**HOMO energy**: -14.307 eV
**SMILES string**: CCC[C@H]([NH3+])CN
**Lowest unoccupied orbital energy**: -3.2 eV
**Energy above the lowest of the compared OMol25 structures with the same formula, charge and spin**: 7.31 kcal/mol
**Net charge**: +1
**Energy**: -308.78102 Ha

Geometry as XYZ:
```
22
C5H15N2, DFT the ωB97M-V functional and the def2-TZVPD basis
C 0.7242 -1.5404 -1.0036
H -2.3991 2.1314 0.6765
C -1.0625 0.7851 -0.1506
H 1.6371 1.8148 1.4638
H 0.0896 -3.0859 0.4057
H -1.2189 -2.0213 -0.1083
H 1.2659 -0.9398 0.9534
C 1.2385 -0.4629 -0.0437
H 0.8473 1.5646 -0.6399
H -0.5879 -3.2477 -1.1787
N 0.6716 1.4949 1.3800
H 0.4877 0.8804 2.1731
H -1.5333 0.1383 0.5827
H 0.0283 2.3145 1.3345
C 0.4507 0.8301 0.0506
H 2.2891 -0.2632 -0.2685
C -0.3048 -2.4991 -0.4365
H -1.7563 2.6676 -0.7566
H 0.3306 -1.1455 -1.9498
H 1.5906 -2.0673 -1.3961
H -1.2229 0.4960 -1.1896
N -1.5658 2.1555 0.1019
```

The following is a DFT calculation (the ωB97M-V functional and the def2-TZVPD basis) of a molecular structure, C3H28NO12.

**HOMO energy**: -6.256 eV
**Lowest unoccupied orbital energy**: 2.8 eV
**Energy above the lowest of the compared OMol25 structures with the same formula, charge and spin**: 69.67 kcal/mol
**Net charge**: -1
**Energy**: -1088.67324 Ha

Geometry as XYZ:
```
44
C3H28NO12, DFT the ωB97M-V functional and the def2-TZVPD basis
O -3.1993 -0.5574 3.0582
H -2.2759 0.4394 1.1871
O 0.9654 -1.8964 -2.5110
O 0.2922 2.8763 2.2625
H 3.2817 0.5246 1.8592
C 0.6399 0.7775 -0.3222
H -2.8854 0.5546 -3.0143
H -0.5319 -0.5188 -2.9732
H 1.8326 -1.9257 -2.9831
H -2.5716 1.7667 -2.2764
H 1.7307 0.5647 0.0857
H -1.3915 -1.5052 -3.7987
H -0.5223 2.0510 3.8978
H -0.1429 -0.3780 2.6147
H 4.7009 0.1825 1.9120
O 1.5285 2.2859 -3.4181
H 2.8770 -0.9753 -0.4594
H -2.6734 -1.3337 3.0614
O -1.4189 -0.6541 -3.5337
H -1.3857 -2.0646 -1.0099
O -3.2515 1.2660 -2.4310
H -0.4849 2.6313 1.7162
C 0.1669 -0.7694 1.7132
N -1.5279 0.8894 0.6807
O 3.2695 -1.3328 -1.2275
H 0.5467 1.8939 -0.3817
H -1.5392 1.2511 3.0605
O 0.8666 0.3930 -1.6377
H -1.9001 1.4145 -0.1316
O -0.7244 -2.7441 -0.6756
H 0.9098 2.3049 1.9205
C -0.4175 -0.0387 0.4964
O 3.9895 0.0543 2.4171
H -0.7498 -0.9631 -0.1775
H 2.6604 -1.3729 -1.9295
H -2.7905 -0.0647 3.9321
H -0.0981 -3.0440 -1.4152
H 0.9159 -0.8171 -1.9899
H 1.1813 3.1288 -3.0446
O -1.2238 1.4185 3.9164
H 1.3072 1.6973 -2.5520
H -0.0552 -2.5275 0.8485
O -0.2057 -2.1599 1.8208
H 1.3099 -0.5523 1.6290
```

Question: energy above the lowest of the compared OMol25 structures with the same formula, charge and spin of number 1 (C3H9N3O)?
Answer: 31.24 kcal/mol